Entry 1:
The following is a DFT calculation (wB97M-V/def2-TZVPD) of an isolated molecule of C21H29N3O2S.

Energy above the lowest of the compared OMol25 structures with the same formula, charge and spin: 75.4 kcal per mole
E_LUMO: 0.663 eV
E: -41647.822 eV
Total charge: 0
Gap between HOMO and LUMO: 9.1 eV

Positions of all 56 atoms, in Å:
C (-3.01, 2.09, 0.07)
H (-3.37, 1.72, -0.89)
H (-2.96, 3.17, 0.03)
H (-3.72, 1.80, 0.84)
C (-1.63, 1.50, 0.39)
N (-1.76, 0.05, 0.38)
S (-2.99, -0.75, 1.18)
O (-2.46, -2.06, 1.45)
O (-3.52, 0.00, 2.28)
C (-4.23, -0.89, -0.09)
C (-5.53, -0.49, 0.16)
C (-6.49, -0.62, -0.83)
C (-6.13, -1.15, -2.07)
C (-4.82, -1.55, -2.31)
C (-3.87, -1.42, -1.31)
H (-2.85, -1.72, -1.46)
H (-4.55, -1.96, -3.27)
H (-6.87, -1.25, -2.84)
H (-7.51, -0.32, -0.65)
H (-5.77, -0.09, 1.13)
H (-0.89, -0.43, 0.57)
C (-1.18, 1.99, 1.76)
H (-0.26, 1.49, 2.07)
H (-1.00, 3.07, 1.75)
H (-1.95, 1.77, 2.49)
C (-0.68, 1.92, -0.77)
N (0.74, 1.71, -0.69)
C (1.24, 0.36, -0.57)
C (2.68, 0.32, -1.07)
N (3.50, 1.23, -0.28)
C (2.98, 2.58, -0.40)
C (1.54, 2.61, 0.11)
H (1.56, 2.33, 1.18)
H (1.14, 3.62, 0.02)
H (2.99, 2.92, -1.45)
H (3.60, 3.25, 0.20)
C (4.90, 1.14, -0.63)
C (5.48, -0.20, -0.25)
C (5.19, -0.74, 0.99)
C (5.71, -1.96, 1.36)
C (6.54, -2.66, 0.49)
C (6.83, -2.13, -0.75)
C (6.30, -0.90, -1.12)
H (6.52, -0.49, -2.10)
H (7.47, -2.66, -1.43)
H (6.95, -3.62, 0.78)
H (5.48, -2.38, 2.34)
H (4.55, -0.19, 1.66)
H (5.07, 1.33, -1.71)
H (5.43, 1.92, -0.08)
H (2.70, 0.60, -2.14)
H (3.09, -0.69, -0.97)
H (1.23, -0.01, 0.47)
H (0.63, -0.30, -1.19)
H (-0.82, 2.99, -0.94)
H (-1.03, 1.38, -1.66)



Entry 2:
The following is a DFT calculation (wB97M-V/def2-TZVPD) of an isolated molecule of C21H29N3O4S2.

Energy above the lowest of the compared OMol25 structures with the same formula, charge and spin: 44.7 kcal per mole
E_LUMO: 0.206 eV
E: -56578.008 eV
Total charge: 0
Gap between HOMO and LUMO: 9.2 eV

Positions of all 59 atoms, in Å:
C (-7.23, -0.63, 0.60)
H (-8.03, -0.73, -0.13)
H (-6.88, -1.62, 0.87)
H (-7.65, -0.16, 1.49)
C (-6.09, 0.21, 0.04)
C (-6.58, 1.61, -0.34)
H (-6.86, 2.17, 0.54)
H (-5.81, 2.16, -0.89)
H (-7.45, 1.53, -0.99)
H (-5.69, -0.27, -0.86)
C (-4.95, 0.29, 1.07)
N (-3.80, 1.05, 0.63)
S (-2.94, 0.44, -0.67)
O (-3.15, -0.98, -0.73)
O (-3.20, 1.22, -1.85)
C (-1.27, 0.76, -0.12)
C (-0.73, -0.06, 0.86)
C (0.57, 0.16, 1.28)
C (1.28, 1.22, 0.75)
C (0.72, 2.07, -0.19)
C (-0.57, 1.83, -0.64)
H (-1.03, 2.44, -1.39)
H (1.29, 2.92, -0.54)
S (2.96, 1.51, 1.32)
O (3.14, 0.72, 2.51)
O (3.18, 2.92, 1.39)
N (4.00, 0.90, 0.18)
C (3.88, -0.49, -0.12)
N (3.04, -0.73, -1.28)
C (3.61, -0.06, -2.43)
C (3.62, 1.44, -2.18)
H (2.59, 1.78, -2.06)
C (4.42, 1.73, -0.92)
H (4.31, 2.77, -0.59)
H (5.49, 1.53, -1.10)
H (4.06, 1.96, -3.03)
H (2.99, -0.29, -3.30)
H (4.64, -0.42, -2.64)
C (2.82, -2.16, -1.49)
C (1.76, -2.69, -0.57)
C (0.42, -2.51, -0.89)
C (-0.58, -3.01, -0.07)
C (-0.24, -3.69, 1.09)
C (1.10, -3.85, 1.43)
C (2.09, -3.36, 0.60)
H (3.13, -3.52, 0.86)
H (1.37, -4.38, 2.33)
H (-1.01, -4.08, 1.74)
H (-1.61, -2.87, -0.34)
H (0.15, -1.98, -1.79)
H (2.48, -2.28, -2.53)
H (3.76, -2.72, -1.37)
H (3.43, -0.97, 0.76)
H (4.90, -0.90, -0.27)
H (1.03, -0.45, 2.03)
H (-1.33, -0.86, 1.26)
H (-4.03, 2.02, 0.44)
H (-4.58, -0.72, 1.26)
H (-5.31, 0.72, 2.00)



Entry 3:
The following is a DFT calculation (wB97M-V/def2-TZVPD) of a structure of composition C21H29N4O4 at a distorted geometry.

Energy above the lowest of the compared OMol25 structures with the same formula, charge and spin: 451.4 kcal per mole
E_LUMO: -2.819 eV
E: -36369.641 eV
Total charge: +1
Gap between HOMO and LUMO: 7.2 eV

Positions of all 58 atoms, in Å:
C (-0.83, 1.96, 2.48)
C (0.56, 1.90, 1.62)
C (1.78, 1.86, 2.27)
C (2.86, 1.71, 1.56)
C (2.84, 1.62, 0.05)
C (1.55, 1.81, -0.43)
C (0.33, 1.84, 0.41)
H (-0.52, 2.12, -0.44)
O (1.40, 1.96, -1.94)
C (2.58, 1.64, -2.70)
C (2.67, 0.38, -2.96)
N (2.83, -0.49, -1.87)
C (2.01, -1.19, -1.03)
C (0.65, -0.98, -1.25)
C (-0.37, -1.54, -0.56)
C (-0.08, -2.00, 0.98)
C (1.34, -2.07, 1.29)
C (2.27, -1.49, 0.48)
N (3.72, -1.24, 0.88)
O (3.73, -1.54, 2.24)
O (4.50, -1.01, 0.13)
H (1.48, -2.13, 2.39)
H (-0.74, -2.23, 1.60)
N (-1.74, -1.51, -0.72)
C (-2.69, -2.16, -0.46)
H (-2.14, -3.17, 0.25)
C (-3.45, -1.68, 0.81)
N (-4.03, -0.17, 0.10)
H (-4.79, -0.72, -0.49)
C (-2.98, 0.42, -0.47)
C (-2.24, -0.30, -1.60)
H (-1.50, 0.17, -2.13)
H (-2.90, -0.71, -2.32)
H (-3.48, 1.18, -1.07)
H (-2.35, 0.75, 0.23)
C (-4.90, 0.68, 1.04)
H (-5.43, -0.19, 1.52)
H (-4.35, 1.21, 1.85)
C (-6.01, 1.23, 0.15)
H (-5.68, 2.18, -0.28)
O (-6.35, 0.15, -0.64)
H (-7.38, 0.59, -0.99)
H (-6.91, 1.48, 0.80)
H (-4.29, -2.24, 1.30)
H (-2.89, -1.06, 1.51)
H (-3.23, -2.77, -0.98)
H (0.44, -0.87, -2.24)
H (4.01, -0.72, -1.34)
H (1.89, -0.11, -3.62)
H (3.48, 0.12, -3.56)
H (3.49, 2.17, -2.35)
H (2.33, 2.23, -3.69)
H (3.95, 1.83, -0.40)
H (3.81, 1.57, 2.22)
H (1.75, 1.64, 3.49)
H (-1.62, 2.56, 2.03)
H (-0.76, 2.43, 3.26)
H (-1.29, 0.95, 2.69)



Entry 4:
The following is a DFT calculation (wB97M-V/def2-TZVPD) of an isolated molecule of C21H29N7O4S at a distorted geometry.

E_LUMO: 0.053 eV
E: -51702.284 eV
Total charge: 0
Gap between HOMO and LUMO: 9.4 eV

Positions of all 62 atoms, in Å:
C (1.21, -5.55, 2.44)
C (1.72, -4.63, 1.35)
O (2.03, -3.37, 1.91)
C (2.45, -2.42, 0.96)
C (2.81, -1.12, 1.65)
H (3.12, -0.40, 0.89)
H (3.66, -1.29, 2.32)
C (1.67, -0.55, 2.51)
N (0.38, -0.47, 1.85)
C (-0.07, 0.60, 1.14)
O (-1.25, 0.73, 0.86)
C (0.96, 1.60, 0.61)
H (1.88, 1.61, 1.20)
C (1.28, 1.15, -0.82)
C (2.09, 2.21, -1.57)
N (1.46, 3.51, -1.54)
S (0.48, 3.93, -2.81)
O (1.18, 3.60, -4.01)
O (0.07, 5.28, -2.58)
C (-0.95, 2.85, -2.67)
C (-1.97, 3.21, -1.81)
C (-2.93, 2.28, -1.46)
C (-2.84, 0.99, -1.97)
C (-1.88, 0.66, -2.93)
C (-0.93, 1.61, -3.27)
H (-0.14, 1.38, -3.97)
H (-1.86, -0.33, -3.33)
N (-3.68, -0.02, -1.50)
C (-4.29, -0.13, -0.29)
N (-4.89, -1.29, -0.24)
N (-4.65, -1.88, -1.42)
N (-3.94, -1.15, -2.16)
H (-4.24, 0.59, 0.49)
H (-3.72, 2.54, -0.77)
H (-2.00, 4.22, -1.42)
C (1.16, 3.99, -0.22)
C (0.33, 3.00, 0.61)
H (0.24, 3.36, 1.63)
H (-0.67, 2.91, 0.19)
H (2.11, 4.19, 0.29)
H (0.63, 4.93, -0.34)
H (3.08, 2.31, -1.11)
H (2.22, 1.94, -2.62)
H (0.34, 0.96, -1.34)
H (1.83, 0.21, -0.81)
C (-0.56, -1.54, 2.19)
H (-1.15, -1.25, 3.07)
H (0.06, -2.41, 2.46)
C (-1.53, -1.95, 1.07)
C (-0.93, -1.85, -0.23)
N (-0.46, -1.74, -1.26)
H (-2.41, -1.31, 1.08)
H (-1.85, -2.99, 1.23)
H (1.54, -1.21, 3.37)
H (1.95, 0.43, 2.88)
H (3.33, -2.80, 0.42)
H (1.66, -2.25, 0.21)
H (2.62, -5.05, 0.87)
H (0.95, -4.50, 0.56)
H (0.31, -5.14, 2.89)
H (1.97, -5.65, 3.22)
H (0.99, -6.53, 2.03)



Entry 5:
The following is a DFT calculation (wB97M-V/def2-TZVPD) of a structure of composition C21H30AgF5Ge3.

Energy above the lowest of the compared OMol25 structures with the same formula, charge and spin: 0.0 kcal per mole
E_LUMO (alpha / beta): 2.875 / 1.575 eV
E: -209398.590 eV
Total charge: -1
⟨S²⟩: 0.757
Gap between HOMO and LUMO (alpha / beta): 6.8 / 6.4 eV
2S+1: 2

Positions of all 60 atoms, in Å:
Ag (0.73, -2.08, 0.35)
F (-0.48, -4.84, -0.41)
C (-0.91, -3.70, 0.26)
F (-2.24, -3.60, -0.11)
C (-0.95, -4.13, 1.73)
F (-1.68, -5.24, 2.00)
F (-1.47, -3.14, 2.50)
F (0.30, -4.38, 2.19)
C (2.92, -2.01, -2.71)
Ge (3.53, -0.86, -1.22)
C (2.89, 0.97, -1.62)
C (5.53, -0.79, -1.34)
C (2.84, -1.54, 0.46)
H (3.20, -1.60, -3.68)
H (1.84, -2.11, -2.67)
H (3.35, -3.02, -2.63)
H (3.34, 1.34, -2.55)
H (3.12, 1.66, -0.82)
H (1.81, 0.95, -1.75)
H (5.83, -0.38, -2.30)
H (5.95, -1.79, -1.24)
H (5.94, -0.17, -0.55)
H (3.05, -0.84, 1.27)
H (3.33, -2.49, 0.69)
C (-0.68, 0.73, -3.20)
Ge (-1.93, 0.58, -1.66)
C (-3.03, -1.00, -2.11)
C (-3.18, 2.14, -1.88)
Ge (-0.65, 0.18, 0.44)
C (0.30, 1.90, 0.80)
C (1.18, 1.99, 1.87)
C (1.95, 3.12, 2.09)
C (1.85, 4.20, 1.22)
C (0.97, 4.14, 0.15)
C (0.21, 3.00, -0.06)
C (-2.02, 0.13, 1.88)
C (-1.62, -0.08, 3.21)
C (-2.55, -0.18, 4.23)
C (-3.90, -0.09, 3.94)
C (-4.32, 0.11, 2.64)
C (-3.38, 0.22, 1.62)
H (-1.24, 0.73, -4.13)
H (-0.01, -0.13, -3.20)
H (-0.07, 1.64, -3.15)
H (-3.49, -0.88, -3.10)
H (-3.81, -1.19, -1.38)
H (-2.39, -1.89, -2.14)
H (-3.60, 2.08, -2.88)
H (-2.66, 3.09, -1.77)
H (-3.99, 2.11, -1.15)
H (1.28, 1.14, 2.55)
H (2.63, 3.16, 2.93)
H (2.46, 5.08, 1.37)
H (0.89, 4.97, -0.54)
H (-0.47, 2.96, -0.90)
H (-0.56, -0.17, 3.44)
H (-2.22, -0.35, 5.25)
H (-4.63, -0.20, 4.74)
H (-5.38, 0.17, 2.41)
H (-3.72, 0.37, 0.60)



Entry 6:
The following is a DFT calculation (wB97M-V/def2-TZVPD) of a structure of composition C21H30BN12V at a distorted geometry.

E_LUMO (alpha / beta): -9.983 / -12.452 eV
E: -66484.014 eV
Total charge: +3
⟨S²⟩: 3.767
Gap between HOMO and LUMO (alpha / beta): 7.8 / 5.3 eV
2S+1: 4

Positions of all 65 atoms, in Å:
V (0.73, 0.96, 0.49)
C (1.74, 2.68, 2.90)
C (0.27, 2.43, 2.89)
C (-0.75, 2.81, 3.76)
C (-1.91, 2.28, 3.21)
N (-1.59, 1.61, 2.08)
N (-0.26, 1.71, 1.89)
B (-2.31, 0.82, 0.97)
N (-1.92, 1.53, -0.35)
C (-2.65, 2.23, -1.23)
C (-1.80, 2.90, -2.09)
C (-0.51, 2.56, -1.67)
C (0.80, 3.03, -2.19)
N (-0.61, 1.72, -0.63)
N (-1.62, -0.56, 0.97)
C (-2.12, -1.78, 1.22)
C (-1.06, -2.67, 1.31)
C (0.08, -1.91, 1.11)
C (1.50, -2.36, 1.16)
N (-0.28, -0.64, 0.89)
N (-3.81, 0.62, 1.02)
C (-4.78, 0.96, 1.93)
C (-5.97, 0.47, 1.48)
C (-5.66, -0.19, 0.25)
C (-6.57, -0.89, -0.64)
N (-4.33, -0.06, 0.02)
H (2.02, 3.29, 3.75)
H (2.03, 3.23, 1.99)
H (2.30, 1.74, 2.96)
H (-0.68, 3.38, 4.66)
H (-2.91, 2.37, 3.59)
H (-3.73, 2.23, -1.20)
H (-2.07, 3.54, -2.90)
H (0.67, 4.02, -2.63)
H (1.16, 2.37, -2.98)
H (1.55, 3.11, -1.39)
H (-3.17, -1.97, 1.33)
H (-1.11, -3.73, 1.50)
H (1.58, -3.19, 1.86)
H (2.16, -1.56, 1.50)
H (1.81, -2.73, 0.18)
H (-4.56, 1.52, 2.82)
H (-6.94, 0.55, 1.94)
H (-7.59, -0.87, -0.27)
H (-6.24, -1.93, -0.79)
H (-6.52, -0.48, -1.66)
C (4.85, -3.21, -1.07)
C (4.60, -2.65, -2.46)
C (3.40, -3.28, -3.14)
C (4.58, -1.10, -2.51)
N (3.61, -0.50, -1.63)
C (3.79, 0.08, -0.43)
N (2.61, 0.49, -0.02)
N (1.75, 0.16, -0.97)
N (2.32, -0.43, -1.93)
H (5.10, -4.27, -1.15)
H (3.97, -3.15, -0.43)
H (5.69, -2.72, -0.57)
H (5.48, -2.93, -3.06)
H (2.45, -2.92, -2.74)
H (3.44, -4.36, -3.03)
H (3.39, -3.05, -4.21)
H (4.33, -0.79, -3.53)
H (5.56, -0.71, -2.24)
H (4.73, 0.19, 0.08)



Entry 7:
The following is a DFT calculation (wB97M-V/def2-TZVPD) of a structure of composition C21H30Br2F3N3O4P2Ru at a distorted geometry.

E_LUMO (alpha / beta): -13.056 / -13.800 eV
E: -204280.796 eV
Total charge: +4
⟨S²⟩: 6.032
Gap between HOMO and LUMO (alpha / beta): 6.3 / 5.6 eV
2S+1: 5

Positions of all 66 atoms, in Å:
Ru (-0.76, 0.47, -0.56)
Br (-0.09, 3.55, -0.65)
C (-1.95, 3.79, -0.21)
Br (-2.77, 2.01, -0.12)
H (-2.45, 4.34, -0.99)
H (-2.04, 4.25, 0.76)
N (0.16, 3.32, -5.78)
C (0.75, 2.79, -4.49)
P (-0.05, 1.16, -4.12)
O (-1.24, 1.13, -5.02)
O (-0.23, 1.03, -2.62)
C (1.07, -0.14, -4.83)
N (0.21, -1.14, -5.57)
H (0.69, 3.03, -6.60)
H (0.11, 4.34, -5.81)
H (-0.79, 2.92, -5.89)
H (0.48, 3.47, -3.69)
H (1.84, 2.75, -4.56)
H (1.66, -0.65, -4.07)
H (1.75, 0.33, -5.54)
H (0.00, -1.94, -4.97)
H (0.64, -1.49, -6.42)
H (-0.69, -0.68, -5.81)
C (0.78, -1.71, 1.93)
P (-0.20, -0.16, 1.65)
C (-1.54, -0.38, 2.80)
C (-2.84, -0.66, 2.39)
C (-3.83, -0.87, 3.33)
C (-3.52, -0.79, 4.68)
C (-2.21, -0.52, 5.10)
C (-1.22, -0.29, 4.17)
C (0.78, 1.22, 2.21)
C (0.07, 2.36, 2.60)
C (0.75, 3.45, 3.11)
C (2.14, 3.43, 3.18)
C (2.85, 2.30, 2.79)
C (2.18, 1.20, 2.29)
H (1.08, -1.64, 2.97)
H (2.22, -1.36, 0.35)
H (0.08, -2.54, 1.84)
H (-3.09, -0.72, 1.33)
H (-4.84, -1.10, 3.02)
H (-4.30, -0.91, 5.42)
H (-1.97, -0.49, 6.15)
H (-0.21, -0.04, 4.50)
H (-1.02, 2.36, 2.56)
H (0.20, 4.32, 3.46)
H (2.67, 4.29, 3.56)
H (3.93, 2.28, 2.88)
H (2.75, 0.32, 2.02)
C (1.66, -4.97, 2.49)
C (2.92, -4.31, 1.86)
C (2.72, -3.05, 1.19)
N (2.00, -2.02, 1.09)
H (1.97, -5.92, 2.92)
H (0.91, -5.18, 1.72)
H (1.23, -4.36, 3.28)
H (3.39, -5.00, 1.16)
H (3.70, -4.14, 2.62)
F (-2.37, -2.97, -2.35)
C (-1.83, -1.94, -1.80)
F (-2.06, -1.95, -0.45)
F (-2.43, -0.80, -2.25)
C (-0.29, -1.83, -2.05)
O (0.12, -2.34, -3.05)
O (0.38, -1.18, -1.12)



Entry 8:
The following is a DFT calculation (wB97M-V/def2-TZVPD) of a structure of composition C21H30CdN2Si at a distorted geometry.

E_LUMO (alpha / beta): -0.031 / -0.018 eV
E: -37680.400 eV
Total charge: 0
Gap between HOMO and LUMO (alpha / beta): 5.3 / 5.2 eV

Positions of all 55 atoms, in Å:
C (0.30, 2.15, 1.70)
C (-0.67, 1.95, 0.71)
C (-1.90, 1.55, 1.34)
H (-0.56, 2.13, -0.36)
C (-1.66, 1.59, 2.77)
C (-0.30, 1.91, 2.97)
H (0.20, 2.05, 3.93)
H (1.33, 2.47, 1.52)
H (-2.88, 1.55, 0.87)
H (-2.43, 1.54, 3.54)
Cd (-1.81, -0.85, 1.76)
C (-1.13, -1.86, -0.54)
H (-0.44, -1.63, 0.28)
H (-1.17, -2.94, -0.69)
H (-2.15, -1.43, -0.55)
Si (0.25, -0.26, -2.32)
C (1.95, -0.40, -2.97)
C (2.80, 0.72, -2.79)
H (2.37, 1.68, -2.48)
C (4.17, 0.59, -2.97)
H (4.83, 1.46, -2.83)
C (4.72, -0.66, -3.29)
H (5.80, -0.76, -3.42)
C (3.89, -1.78, -3.46)
H (4.34, -2.74, -3.71)
C (2.51, -1.65, -3.30)
H (1.86, -2.52, -3.39)
C (-1.00, 0.89, -3.03)
C (-0.62, 1.86, -3.98)
H (0.34, 1.78, -4.48)
C (-1.46, 2.97, -4.22)
H (-1.14, 3.73, -4.92)
C (-2.67, 3.09, -3.54)
H (-3.29, 3.97, -3.69)
C (-3.09, 2.09, -2.66)
H (-4.05, 2.18, -2.14)
C (-2.28, 0.97, -2.43)
H (-2.62, 0.18, -1.76)
H (0.58, 0.32, -1.00)
H (-0.47, -1.49, -1.72)
N (0.50, -1.15, 2.26)
C (0.89, -2.32, 3.10)
C (0.28, -2.33, 4.51)
C (-0.81, -1.33, 4.84)
N (-1.99, -1.51, 3.94)
H (0.78, -0.26, 2.69)
H (1.03, -1.17, 1.39)
H (0.60, -3.23, 2.56)
H (1.99, -2.33, 3.18)
H (-0.12, -3.34, 4.67)
H (1.09, -2.21, 5.24)
H (-1.15, -1.47, 5.88)
H (-0.46, -0.29, 4.77)
H (-2.79, -0.97, 4.28)
H (-2.30, -2.48, 3.96)



Repeat the fifth record exactly.
The following is a DFT calculation (wB97M-V/def2-TZVPD) of a structure of composition C21H30AgF5Ge3.

Energy above the lowest of the compared OMol25 structures with the same formula, charge and spin: 0.0 kcal per mole
E_LUMO (alpha / beta): 2.875 / 1.575 eV
E: -209398.590 eV
Total charge: -1
⟨S²⟩: 0.757
Gap between HOMO and LUMO (alpha / beta): 6.8 / 6.4 eV
2S+1: 2

Positions of all 60 atoms, in Å:
Ag (0.73, -2.08, 0.35)
F (-0.48, -4.84, -0.41)
C (-0.91, -3.70, 0.26)
F (-2.24, -3.60, -0.11)
C (-0.95, -4.13, 1.73)
F (-1.68, -5.24, 2.00)
F (-1.47, -3.14, 2.50)
F (0.30, -4.38, 2.19)
C (2.92, -2.01, -2.71)
Ge (3.53, -0.86, -1.22)
C (2.89, 0.97, -1.62)
C (5.53, -0.79, -1.34)
C (2.84, -1.54, 0.46)
H (3.20, -1.60, -3.68)
H (1.84, -2.11, -2.67)
H (3.35, -3.02, -2.63)
H (3.34, 1.34, -2.55)
H (3.12, 1.66, -0.82)
H (1.81, 0.95, -1.75)
H (5.83, -0.38, -2.30)
H (5.95, -1.79, -1.24)
H (5.94, -0.17, -0.55)
H (3.05, -0.84, 1.27)
H (3.33, -2.49, 0.69)
C (-0.68, 0.73, -3.20)
Ge (-1.93, 0.58, -1.66)
C (-3.03, -1.00, -2.11)
C (-3.18, 2.14, -1.88)
Ge (-0.65, 0.18, 0.44)
C (0.30, 1.90, 0.80)
C (1.18, 1.99, 1.87)
C (1.95, 3.12, 2.09)
C (1.85, 4.20, 1.22)
C (0.97, 4.14, 0.15)
C (0.21, 3.00, -0.06)
C (-2.02, 0.13, 1.88)
C (-1.62, -0.08, 3.21)
C (-2.55, -0.18, 4.23)
C (-3.90, -0.09, 3.94)
C (-4.32, 0.11, 2.64)
C (-3.38, 0.22, 1.62)
H (-1.24, 0.73, -4.13)
H (-0.01, -0.13, -3.20)
H (-0.07, 1.64, -3.15)
H (-3.49, -0.88, -3.10)
H (-3.81, -1.19, -1.38)
H (-2.39, -1.89, -2.14)
H (-3.60, 2.08, -2.88)
H (-2.66, 3.09, -1.77)
H (-3.99, 2.11, -1.15)
H (1.28, 1.14, 2.55)
H (2.63, 3.16, 2.93)
H (2.46, 5.08, 1.37)
H (0.89, 4.97, -0.54)
H (-0.47, 2.96, -0.90)
H (-0.56, -0.17, 3.44)
H (-2.22, -0.35, 5.25)
H (-4.63, -0.20, 4.74)
H (-5.38, 0.17, 2.41)
H (-3.72, 0.37, 0.60)



Question: Which value of E does entry 6 give?
Answer: -66484.014 eV



Question: What is the total charge in the eighth record?
Answer: 0